# 1
2 unconnected molecules or ions with the total composition H3NO3Si in a non-equilibrium geometry. Source: OMol25; level of theory: ωB97M-V/def2-TZVPD.

Geometry as XYZ:
```
8
Properties=species:S:1:pos:R:3:mulliken_charge:R:1
Si -1.6083 0.2504 -0.0597 0.5671
O -1.2640 -1.2186 -0.2040 -0.5411
O 2.4543 0.7677 0.6681 -0.3679
O 1.4536 -1.0401 -0.1323 -0.2703
N 1.4420 0.2694 0.2782 0.2115
H -1.6683 1.2423 1.1562 -0.0249
H -1.3980 1.0140 -1.3525 -0.0419
H 0.5886 -1.2852 -0.3538 0.4675
```

As for the HOMO energy: -10.39 eV. The orbital gap comes out at 9.34 eV. As for the LUMO energy: -1.051 eV. As for the SMILES: O=[SiH2].O=NO. The value obtained for the energy relative to the best compared isomer or geometry (same formula, charge and spin) is 185.7 kJ/mol.

***

# 2
A molecular structure, C27H29FN2O3SbSe5W. Source: OMol25; level of theory: ωB97M-V/def2-TZVPD.

Geometry as XYZ:
```
69
Properties=species:S:1:pos:R:3:mulliken_charge:R:1
W 0.4657 0.6340 -0.4966 0.8504
Sb 2.6680 3.3831 -0.2351 0.7419
Se 0.1518 3.1661 -0.3747 -0.5934
Se 3.6972 3.8272 -2.3519 -0.6139
Se 3.3188 4.5076 1.7767 -0.6589
Se 2.8032 0.7896 0.1270 -0.5129
Se 0.8819 -3.9553 -2.5333 -0.2307
F 4.7565 1.2210 -5.7096 -0.3604
O 1.0319 0.8758 -2.4681 -0.5255
O -1.3497 0.3809 -1.4589 -0.4108
O -2.8078 -0.7445 -2.7092 -0.7655
N 0.7199 -1.4498 -0.9865 -0.2396
N 0.0059 -1.5488 -5.5704 0.3627
C 1.2230 -0.8642 -5.6078 -0.7999
C 0.4151 1.0637 2.7756 1.4979
C 3.5950 0.5494 -5.6372 0.0634
C -0.6223 -0.4359 -3.5492 0.1524
C 0.6319 0.1994 -3.4611 1.5755
C 3.3240 -0.3743 -6.6435 -0.7772
C 2.1508 -1.0906 -6.6432 1.1925
C -1.7073 2.0315 2.1058 1.5539
C -0.3385 -2.5334 -6.6295 0.4377
C 0.0806 -0.1366 2.1165 0.9979
C 1.8766 -2.1331 -7.6912 -1.0827
C 0.9403 -3.1868 -7.1283 -0.8612
C -0.8602 -1.2906 -4.5896 -0.6953
C 0.9030 -1.3873 2.3360 -2.0133
C 1.5356 0.0441 -4.5847 0.3989
C -2.0154 0.8868 1.3730 2.0316
C -3.3197 0.8118 0.6222 -3.0345
C -1.3278 -3.5797 -6.1384 -1.6792
C -1.6967 -0.2811 -2.5152 0.1662
C -1.1356 -0.2252 1.3973 0.3944
C -1.6370 -1.5745 0.9217 -2.4382
C 0.8002 -2.4459 -1.5875 -0.0054
C 2.7407 0.7630 -4.5962 -0.5204
C 1.7465 1.2316 3.4578 -2.4256
C -0.5064 2.1109 2.8192 1.4921
C -0.1650 3.3615 3.5805 -2.3173
C -2.6242 3.2272 2.0867 -2.5497
H -0.7824 -1.9691 -7.4577 0.1178
H -2.3299 -3.1826 -5.9859 0.5124
H -2.0610 4.1237 1.8244 0.4253
H 0.3082 -2.1148 2.8948 0.3658
H 1.7984 -1.1828 2.9124 0.4279
H 2.1028 2.2561 3.3583 0.2786
H -1.8094 -1.8020 -4.6014 0.5794
H -2.4315 -1.9139 1.5935 0.4216
H -3.3586 1.5827 -0.1489 0.4287
H -1.4015 -4.3595 -6.8965 0.4391
H 4.0613 -0.5328 -7.4211 0.5005
H 1.4125 -3.7178 -6.2965 0.2683
H 0.3954 3.1353 4.4864 0.4608
H 1.6836 0.9862 4.5233 0.3614
H 2.8180 -2.5767 -8.0170 0.4301
H -3.0800 3.3943 3.0666 0.4103
H -4.1604 0.9725 1.3018 0.5658
H 1.2074 -1.8566 1.4024 0.2856
H -0.8531 -2.3232 0.9195 0.5145
H 1.4189 -1.6721 -8.5730 0.3083
H 0.6775 -3.9206 -7.8911 0.3778
H -2.0469 -1.5324 -0.0842 0.2905
H -3.4603 -0.1362 0.1177 0.3951
H -0.9796 -4.0269 -5.2054 0.2455
H 2.9691 1.4695 -3.8028 0.2112
H -1.0529 3.9196 3.8660 0.4749
H 2.5076 0.6000 3.0084 0.4273
H -3.4248 3.1185 1.3622 0.4513
H 0.4688 4.0085 2.9629 0.2261
```

As for the HOMO energy (spin up / spin down): -4.50 / -4.65 eV. The orbital gap (spin up / spin down) comes out at 5.93 / 6.13 eV. As for the spin multiplicity: 3. As for the LUMO energy (spin up / spin down): 1.426 / 1.481 eV. The net charge is -1. The value obtained for the energy relative to the best compared isomer or geometry (same formula, charge and spin) is 0.0 kJ/mol.